Record 1
The following is a DFT calculation (wB97M-V/def2-TZVPD) of a 3-piece molecular cluster, C13H21F5N2O5 overall at a distorted geometry.

XYZ file:
```
46
Properties=species:S:1:pos:R:3:nbo_charge:R:1
O -5.2112 -1.2554 2.2026 -0.534
C -4.2328 -0.9688 1.4804 0.948
O -3.6674 -1.9067 0.5310 -0.482
C -2.8131 -1.0506 -0.2931 0.059
C -1.5546 -1.7736 -0.9641 -0.483
C -0.8501 -2.8513 0.0311 0.052
F 0.4913 -3.0784 -0.4877 -0.383
C -2.6548 0.3350 0.4810 -0.007
C -1.2124 0.9370 0.8140 0.629
F -1.4550 2.2415 1.3968 -0.338
F -0.4221 1.2095 -0.3573 -0.321
C -0.3778 0.1206 1.9332 0.502
F 0.8853 -0.3039 1.4025 -0.328
F -0.0926 1.0183 3.0301 -0.335
O -3.6529 0.3385 1.5492 -0.460
H -3.4607 -0.7533 -1.2026 0.207
H -1.9433 -2.3799 -1.8699 0.250
H -0.7480 -1.0769 -1.3680 0.270
H -0.8357 -2.4686 1.1171 0.156
H -1.3946 -3.8535 0.0511 0.195
H -3.0868 1.1481 -0.2206 0.232
H -0.9696 -0.7468 2.3994 0.175
C 1.9380 -3.6273 -2.9598 0.527
O 0.9583 -3.4896 -3.6704 -0.636
N 3.0551 -4.3401 -3.2859 -0.435
C 4.1816 -4.4567 -2.3833 -0.398
C 3.1163 -5.0011 -4.5751 -0.418
H 1.9962 -3.1677 -1.9624 0.126
H 5.0710 -4.0466 -2.8691 0.194
H 4.3447 -5.5125 -2.1520 0.194
H 3.9972 -3.9118 -1.4561 0.215
H 3.0118 -4.2543 -5.3660 0.214
H 2.2899 -5.7118 -4.6531 0.213
H 4.0648 -5.5275 -4.6908 0.203
C -0.3199 7.1977 1.8333 0.528
O -0.4935 8.1878 2.5188 -0.621
N 0.0611 5.9734 2.2989 -0.433
C 0.2475 4.8393 1.4162 -0.404
C 0.2868 5.8012 3.7206 -0.418
H -0.4639 7.2182 0.7407 0.103
H -0.4325 4.0419 1.7160 0.211
H 1.2805 4.4910 1.4992 0.192
H 0.0440 5.1126 0.3795 0.208
H -0.6325 6.0401 4.2609 0.214
H 1.0722 6.4884 4.0447 0.213
H 0.5844 4.7746 3.9392 0.205
```

Values from the calculation:
M, g/mol: 380.3
SMILES: O=C1O[C@@H](C(F)(F)C(F)F)[C@@H](CCF)O1.CN(C)C=O.CN(C)C=O
Frontier orbital gap, eV: 9.3
LUMO energy, eV: 0.18
Spin multiplicity: 1

=====

Record 2
The following is a DFT calculation (wB97M-V/def2-TZVPD) of C5H8O2 as an isolated structure.

XYZ file:
```
15
Properties=species:S:1:pos:R:3:nbo_charge:R:1
C -0.9342 1.2744 -0.4002 -0.630
C -0.2107 0.0464 0.1034 0.278
C -1.0779 -0.9071 0.8904 -0.633
C 0.8365 -0.5994 -0.8224 -0.679
C 1.7374 -0.0734 0.1246 0.700
O 2.9570 0.1434 -0.1695 -0.651
O 0.9402 0.5190 1.0010 -0.471
H -0.2452 1.9486 -0.9165 0.228
H -1.7040 0.9587 -1.1117 0.224
H -1.4183 1.8100 0.4233 0.218
H -0.4855 -1.7360 1.2890 0.225
H -1.5692 -0.3896 1.7209 0.222
H -1.8498 -1.3152 0.2296 0.223
H 0.8005 -1.6398 -1.1283 0.247
H 2.2231 -0.0400 -1.2335 0.499
```

Values from the calculation:
M, g/mol: 100.1
Frontier orbital gap, eV: 9.7
LUMO energy, eV: 0.71
Spin multiplicity: 1
Energy above the lowest of the compared OMol25 structures with the same formula, charge and spin, eV: 4.026

=====

Record 3
The following is a DFT calculation (wB97M-V/def2-TZVPD) of a 30-piece molecular cluster, C21H78Cl2FN2O36P overall at a distorted geometry.

XYZ file:
```
141
Properties=species:S:1:pos:R:3:mulliken_charge:R:1
C -2.2551 -2.8405 1.6456 -1.405
C -2.6279 -1.5298 2.2959 0.774
Cl -3.8335 -1.6674 3.5131 -0.017
C -2.0772 -0.3581 1.9975 -0.753
Cl -2.5799 1.0764 2.8203 -0.118
C -1.0033 -0.2019 1.0126 0.522
C 0.2440 -0.5959 1.2691 1.052
C 0.6315 -1.2371 2.5529 -0.663
O 0.3256 -0.8197 3.6218 -0.499
N 1.4334 -2.4385 2.3881 0.166
C 1.3530 -3.3105 3.4765 0.382
O 1.9352 -3.2934 4.4952 -0.532
F 0.4853 -4.2822 3.2093 -0.218
C 1.3107 -0.4040 0.2398 -0.001
O 2.2143 -1.1995 0.1339 -0.652
C 1.1520 0.7793 -0.6482 0.114
C -0.1608 1.1611 -0.9407 0.624
C -0.3855 2.2066 -1.8109 -0.296
C 0.6653 2.9106 -2.3994 0.464
C 0.2512 3.9935 -3.3689 -1.459
C 0.6883 5.4327 -3.0500 -0.688
O 0.8529 5.6607 -1.6456 -0.527
C 1.9853 2.5552 -2.0713 0.867
P 3.3354 3.4692 -2.8764 0.742
O 3.0806 3.8077 -4.2953 -0.688
C 2.2444 1.4783 -1.1907 0.516
C 3.6546 1.0696 -0.8610 -2.283
C 4.1362 -0.1575 -1.6274 0.409
O 3.4735 -0.7061 -2.4569 -0.594
N 5.4455 -0.6465 -1.3176 0.225
C 5.5448 -1.1055 0.0694 -0.968
C 6.4814 0.3958 -1.5514 -1.167
C -1.2782 0.4124 -0.3283 -0.059
O -2.3490 0.2801 -0.8665 -0.797
H -1.4880 -3.2936 2.2677 0.128
H -1.9187 -2.6285 0.6377 0.303
H -3.1420 -3.4589 1.6652 0.672
H 2.3971 -2.1555 2.2353 0.179
H -1.3987 2.4795 -2.0560 0.286
H 0.6478 3.7371 -4.3488 0.522
H -0.8288 3.9944 -3.4725 0.318
H -0.0913 6.1230 -3.3618 0.440
H 1.5720 5.7121 -3.6124 0.360
H 1.7797 5.7938 -1.4381 0.239
H 4.5243 2.7320 -2.7613 -0.158
H 3.5649 4.6437 -2.1234 0.052
H 4.3784 1.8525 -1.0332 1.441
H 3.7174 0.8385 0.2000 0.424
H 4.6980 -1.7544 0.2799 0.232
H 5.4888 -0.2853 0.7947 0.382
H 6.4683 -1.6500 0.2253 0.417
H 6.0912 1.2129 -2.1465 0.423
H 7.3014 -0.0564 -2.0980 0.392
H 6.8237 0.8196 -0.6091 0.349
O 6.1283 -1.2511 -4.2088 -0.584
H 5.2203 -1.1977 -3.8762 0.232
H 6.0834 -1.9225 -4.8979 0.324
O 0.0110 -7.1447 2.1385 -0.582
H 0.6661 -7.7675 2.4796 0.280
H 0.2240 -6.3134 2.5752 0.373
O 8.5667 -0.6264 -5.8128 -0.648
H 7.6568 -0.5867 -5.4863 0.360
H 8.5479 -1.2654 -6.5311 0.303
O -2.9931 2.6066 -3.7934 -0.592
H -3.3140 1.8139 -3.3476 0.416
H -2.1950 2.3235 -4.2605 0.260
O 10.0392 1.8346 -6.4100 -0.633
H 9.6246 1.0356 -6.0494 0.359
H 10.8742 1.5299 -6.7752 0.303
O -0.5837 3.9951 0.2972 -0.386
H -1.2100 3.6232 0.9335 0.176
H -0.9007 4.8943 0.1781 0.209
O -5.4972 -1.9005 0.3643 -0.588
H -4.9572 -1.5524 1.0822 0.340
H -6.3589 -1.5034 0.5218 0.254
O 0.8927 -9.4310 4.0619 -0.663
H 0.2337 -9.0385 4.6457 0.328
H 0.3667 -10.0121 3.5049 0.328
O -4.9194 -0.2802 -2.7432 -0.613
H -5.7066 0.0254 -2.2839 0.300
H -4.2305 -0.2270 -2.0741 0.295
O -2.4467 -0.2063 5.9291 -0.575
H -2.7749 -0.9688 6.4138 0.274
H -1.6346 -0.5308 5.5218 0.295
O -1.7610 -8.6504 3.9913 -0.599
H -2.7168 -8.7261 4.0985 0.298
H -1.6293 -8.4338 3.0588 0.307
O -3.0658 4.1446 1.6003 -0.340
H -3.9070 4.4223 1.2190 0.211
H -3.1104 4.3911 2.5347 0.191
O -7.3014 -2.5955 2.4859 -0.597
H -7.1737 -3.5492 2.4511 0.327
H -7.7255 -2.4487 3.3373 0.284
O -9.6931 -4.0448 2.3154 -0.629
H -9.5671 -3.1819 1.9072 0.335
H -9.8347 -4.6456 1.5774 0.308
O -0.2119 7.7461 -0.1526 -0.590
H -1.1410 7.7412 0.0994 0.314
H -0.1203 7.0100 -0.7836 0.341
O -4.1932 2.6704 -1.1452 -0.669
H -3.8183 3.5537 -1.2244 0.316
H -3.4228 2.1065 -0.9863 0.231
O 7.8963 2.7682 -2.7388 -0.577
H 8.2183 3.6636 -2.8841 0.276
H 8.6974 2.2521 -2.6024 0.292
O -1.4019 0.9452 -5.6853 -0.603
H -1.8590 0.1585 -5.3707 0.309
H -0.5617 0.6152 -6.0262 0.288
O 0.4766 9.7959 2.2168 -0.652
H 0.4586 10.6365 1.7450 0.315
H 0.4506 9.1320 1.5164 0.332
O 0.0733 -2.0296 6.9091 -0.597
H -0.2397 -2.8054 7.3837 0.301
H 0.8604 -2.3320 6.4424 0.314
O -5.2370 5.9216 0.2515 -0.592
H -5.5707 6.7946 0.4795 0.274
H -6.0278 5.3928 0.0979 0.315
O 3.5530 -8.1150 1.1759 -0.629
H 2.8465 -8.4976 1.7054 0.330
H 3.3963 -7.1669 1.2148 0.307
O -0.3859 -2.7241 -1.5316 -0.637
H 0.5388 -2.4636 -1.4426 0.321
H -0.8159 -1.9706 -1.9511 0.288
O -4.9014 -8.8552 5.1548 -0.617
H -5.3770 -9.5243 5.6569 0.290
H -4.4851 -8.3062 5.8283 0.330
O -3.7494 -5.1751 0.5380 -0.582
H -4.6982 -5.3092 0.6527 0.324
H -3.6352 -5.0649 -0.4120 0.242
O -5.0373 -6.4604 2.5225 -0.618
H -5.3853 -7.2074 3.0206 0.270
H -4.2184 -6.7820 2.1267 0.327
O -0.9719 12.1963 0.4915 -0.615
H -1.3583 13.0424 0.7371 0.312
H -1.7284 11.6370 0.2898 0.311
O 1.0927 -0.3240 -7.1156 -0.651
H 1.4372 0.5758 -7.1508 0.331
H 1.8669 -0.8667 -6.9370 0.306
O -1.9669 4.4247 4.5382 -0.561
H -1.2832 3.8872 4.9508 0.296
H -1.8396 5.3044 4.9076 0.271
```

Values from the calculation:
M, g/mol: 1055.7
Frontier orbital gap, eV: 7.1
LUMO energy, eV: -1.97
Spin multiplicity: 1
Energy above the lowest of the compared OMol25 structures with the same formula, charge and spin, eV: 0.115